Molecular formula: C6H7NO2
Method: DFT, ωB97M-V/def2-TZVPD

The largest force on an atom is 6.740 eV/A. The relative energy (zero: lowest compared OMol25 entry of this formula, charge and spin) comes out at 1.952 eV. The orbital gap comes out at 0.32139 Ha. The value obtained for the total energy is -11918.4797 eV. The charge is 0.

XYZ file:
```
16
Properties=species:S:1:pos:R:3:forces:R:3:nbo_charge:R:1
C -0.1425 1.0976 0.0300 -1.5 2.7 0.2 0.47
C 1.2335 1.5304 0.0358 3.0 0.4 0.2 -0.42
O -1.1310 1.9265 0.0436 2.3 -1.9 -0.2 -0.65
H -3.6759 -0.7207 -0.0773 4.4 2.4 -0.7 0.41
C 0.9264 -1.2029 0.2984 0.4 0.7 0.0 -0.07
H 1.1172 -1.2500 1.4153 -0.3 -0.1 -1.1 0.18
H 0.7412 -2.1773 -0.1500 0.2 -0.2 0.4 0.20
H -2.5502 0.7946 -0.2663 0.0 2.2 0.2 0.44
N -2.6306 -0.1734 -0.2064 -4.4 -5.1 0.6 -0.75
C -0.2475 -0.3035 -0.0691 -0.7 -1.2 0.7 -0.32
H 3.2744 0.7825 -0.5415 0.2 1.4 0.4 0.20
O 2.1931 -0.7282 -0.2767 -1.9 1.0 0.5 -0.49
C 2.2584 0.6481 -0.2108 -0.7 -1.5 -0.5 0.22
H -1.4651 -1.9282 -0.1069 -0.8 -0.9 0.1 0.19
H 1.5922 2.5708 0.1920 -0.8 -0.7 -0.4 0.24
C -1.4937 -0.8664 -0.1099 0.7 0.7 -0.4 0.14
```
Positions in Å, forces in eV/Å.